7
Properties=species:S:1:pos:R:3:forces:R:3 method="wB97M-V/def2-TZVPD" gap_ev="6.670 / 6.688" charge=+1 multiplicity=4 homo_energy_ev="-13.71 / -13.71" e_tot_ha=-2116.23139
Er 1.1945 -0.4866 0.4153 0.016 0.009 0.214
F 3.1256 -0.6721 1.0436 -1.990 0.228 -0.557
N -1.4244 1.6981 -1.0583 1.028 -0.352 0.177
S 0.1115 1.6959 -1.2738 -0.286 0.019 0.037
S -2.1747 0.5241 0.1339 -2.983 -1.103 -1.699
O -1.0228 -0.4486 0.4595 2.191 -0.078 0.057
O -3.1526 -0.1573 -0.7593 2.025 1.277 1.771

14
Properties=species:S:1:pos:R:3:forces:R:3 method="wB97M-V/def2-TZVPD" gap_ev=6.675 smiles="C=C(SC)C(=S)C=O" multiplicity=1 homo_energy_ev=-8.56 e_tot_ha=-1065.56717
C -0.3315 -0.4013 2.1401 -0.236 -2.064 -0.907
C -0.2717 -0.0541 0.8087 2.036 -1.999 3.033
S -1.6602 0.2756 -0.1068 -2.138 0.547 -1.835
C -2.0937 -1.2279 -1.1039 -1.271 -0.213 -1.432
C 1.0298 0.0568 0.0568 -1.024 0.301 -0.084
S 2.0905 -1.0846 -0.3555 -0.120 0.078 0.260
C 1.1957 1.4538 -0.4620 -3.697 4.244 1.565
O 0.1635 2.3063 -0.2298 7.328 -4.189 -1.889
H -1.3232 -0.5139 2.6624 0.993 0.535 -0.853
H 0.4661 -1.0287 2.6850 -0.626 1.889 -0.955
H -1.5936 -1.4807 -2.2638 -1.321 1.200 3.602
H -1.9332 -2.0902 -0.4213 -0.353 0.309 -0.793
H -3.2901 -0.9643 -1.1871 3.078 -1.132 -0.156
H 2.3101 1.6074 -0.8786 -2.649 0.495 0.445

10
Properties=species:S:1:pos:R:3:forces:R:3 method="wB97M-V/def2-TZVPD" gap_ev=9.159 multiplicity=1 homo_energy_ev=-10.46 e_tot_ha=-810.74820
C 2.4557 -1.0542 0.4227 -0.456 -0.032 1.779
C -2.3008 -2.2684 -0.6105 0.870 -2.056 -0.392
N 1.5032 -0.3234 0.4003 2.281 -0.101 -0.365
N -0.9207 0.0574 -0.3077 1.774 0.498 -1.004
O 3.4019 -1.6848 0.7122 0.056 0.089 -0.960
O -1.3407 -2.8590 -0.5185 -0.921 0.177 -0.147
O -2.2134 -0.5036 1.5055 -1.102 -0.729 2.340
S -2.2905 -0.0536 0.1696 -1.395 1.848 -0.284
H 0.5138 -0.3600 0.2565 -0.642 -0.230 0.167
H -0.4367 0.2884 -1.1406 -0.465 0.538 -1.133

24
Properties=species:S:1:pos:R:3:forces:R:3 method="wB97M-V/def2-TZVPD" gap_ev=9.626 smiles="C=C(C)CCC.O.O" multiplicity=1 homo_energy_ev=-9.20 e_tot_ha=-388.64895
C 0.7547 -1.2347 0.8869 0.937 -1.473 0.229
C 0.5654 0.0629 0.7216 -0.940 0.349 -0.312
C 0.8830 1.0822 1.7731 0.653 0.279 0.300
C -0.0802 0.5866 -0.5290 -0.193 -0.745 -1.430
C 0.7972 1.4973 -1.4088 -0.110 -0.291 1.257
C 1.9781 0.7298 -2.0060 -1.050 0.284 -0.286
H 1.2132 -1.7355 1.7395 0.000 0.806 0.448
H 0.6439 -2.0211 0.1444 -0.598 0.615 -0.536
H 0.9395 2.1083 1.4089 -0.173 -0.091 -0.336
H 0.1887 1.1156 2.6096 -0.173 -0.290 0.013
H 1.8778 0.8783 2.1562 0.115 -0.074 0.377
H -1.0505 1.0286 -0.3616 -0.199 0.846 0.779
H -0.4354 -0.2336 -1.1584 0.565 -0.356 0.069
H 1.1537 2.2781 -0.7300 0.180 0.300 -0.402
H 0.1610 1.9655 -2.1560 0.099 0.003 -0.195
H 2.4197 1.3484 -2.7853 0.598 -0.073 0.229
H 1.5951 -0.1614 -2.5076 0.068 -0.111 0.044
H 2.6474 0.4137 -1.2103 0.347 0.111 -0.217
O -2.2878 -1.6408 -1.1204 -0.133 -0.320 -0.383
H -2.1069 -2.4647 -0.6566 0.001 0.141 0.009
H -2.5964 -1.0340 -0.4445 0.051 0.048 0.363
O -2.9679 -1.1262 1.8643 -0.298 -0.665 -0.133
H -3.8233 -1.5272 1.6558 -0.101 0.388 0.029
H -2.4700 -1.9160 2.1142 0.354 0.320 0.082

84
Properties=species:S:1:pos:R:3:forces:R:3 method="wB97M-V/def2-TZVPD" gap_ev="2.969 / 2.969" multiplicity=3 homo_energy_ev="-6.03 / -6.02" e_tot_ha=-3747.60875
Ni -0.5349 -2.0508 1.5316 0.768 -0.258 2.008
C -0.1031 3.4960 2.8664 1.428 1.322 2.486
C -0.7589 2.9387 1.8021 -2.517 -0.965 -2.552
C -0.0635 2.0275 0.8302 0.539 -0.314 0.329
C 1.1896 1.4924 1.5815 -0.122 0.024 -0.039
C 2.4577 2.2080 1.2019 -0.247 -0.624 -0.085
C 2.5987 3.5305 1.2953 1.318 0.030 -0.738
C 1.5132 4.5502 1.3366 -0.796 0.879 0.432
C 0.6997 4.7265 2.6907 0.628 -0.497 -0.669
C 0.9537 -3.1943 2.4319 0.382 0.022 -1.225
H -0.0440 3.0351 3.8602 -0.692 0.001 -0.009
H -1.8073 3.1925 1.5469 0.461 -0.118 0.489
H 0.2265 2.5353 -0.1028 -0.128 -0.031 0.093
H -0.7066 1.1975 0.5108 -0.159 0.227 0.317
H 0.9862 1.6899 2.6692 0.391 -0.471 -0.724
H 1.2675 0.3985 1.4901 0.063 0.357 -0.130
H 3.2432 1.5605 0.7814 0.047 0.560 0.679
H 3.6164 3.9344 1.1384 -0.662 -0.206 -0.108
H 0.7450 4.3375 0.5779 0.447 0.186 0.147
H 1.9205 5.5344 1.1026 0.079 -0.081 -0.005
H 1.3667 5.0176 3.5120 -0.369 -0.411 0.014
H -0.0234 5.5489 2.5381 0.146 -0.156 -0.138
H 0.7502 -3.1985 3.5232 -0.138 -0.257 -0.874
H 1.9973 -2.8067 2.2748 -0.811 -0.304 -0.032
H 0.9113 -4.2068 1.9947 0.135 0.120 0.386
P 1.5051 -1.4684 -1.1270 2.383 1.434 -3.448
P -2.2837 -0.7521 -1.0487 -0.983 2.008 -3.495
N 2.7790 -0.1629 -1.7470 0.224 -0.436 1.552
N 1.9377 -2.5784 -2.4332 0.229 -1.202 0.216
N -2.2242 0.9919 -1.8685 -0.439 -0.110 1.318
N -3.7099 -1.2469 -2.0430 -0.478 -0.494 -0.211
C 0.2541 -0.6684 -2.1680 -0.616 0.164 0.162
C -1.0640 -1.4629 -2.2277 -0.001 0.000 0.110
C 4.0349 -0.1678 -1.1457 0.072 0.665 -0.897
C 4.8850 0.6994 -1.8324 -0.584 -0.515 0.478
C 4.1139 1.3004 -2.8691 -0.851 -0.694 0.288
C 2.8316 0.7485 -2.7935 0.522 0.099 0.121
C 2.5423 -3.8150 -2.1634 0.075 0.059 -1.405
C 2.8892 -4.4148 -3.3739 -0.443 0.561 0.736
C 2.4526 -3.5443 -4.4274 -0.152 0.812 1.108
C 1.9142 -2.4216 -3.8247 0.067 -0.898 0.064
C -2.9011 2.0454 -1.2421 0.580 0.161 -0.579
C -2.6555 3.2326 -1.9221 -0.284 -0.901 0.545
C -1.8419 2.9147 -3.0375 0.276 -1.152 0.149
C -1.5742 1.5503 -2.9762 -0.457 0.213 0.331
C -4.3218 -0.5559 -3.1016 -0.048 -0.615 0.060
C -5.1202 -1.4244 -3.8304 0.852 0.114 1.021
C -5.0088 -2.7093 -3.2069 0.635 0.430 0.468
C -4.1311 -2.5842 -2.1393 -0.379 0.622 -0.346
H 0.5907 -0.5716 -3.2087 0.136 0.074 0.766
H 0.1568 0.3612 -1.7932 -0.226 -0.370 -0.010
H -1.4718 -1.4450 -3.2645 0.062 -0.070 0.843
H -0.9488 -2.5239 -1.9178 0.110 0.440 -0.329
H 4.2191 -0.7666 -0.2674 0.029 -0.132 -0.082
H 5.9409 0.8454 -1.6088 -0.421 0.063 -0.060
H 4.4411 2.0376 -3.5972 -0.117 -0.231 0.206
H 1.9718 0.9588 -3.4183 0.204 -0.049 0.156
H 2.6392 -4.1537 -1.1403 0.094 0.049 -0.145
H 3.4053 -5.3567 -3.5040 -0.179 0.074 0.144
H 2.5084 -3.6765 -5.5002 0.138 -0.102 0.210
H 1.4848 -1.5632 -4.3151 0.207 -0.123 0.084
H -3.5496 1.8563 -0.4000 0.136 -0.009 0.090
H -3.0041 4.2095 -1.6199 -0.135 -0.108 -0.143
H -1.4998 3.5838 -3.8172 0.035 -0.124 0.189
H -0.9682 0.9460 -3.6310 -0.173 0.077 -0.034
H -4.1462 0.4967 -3.2328 0.016 0.002 -0.048
H -5.6845 -1.1776 -4.7198 0.003 0.039 0.240
H -5.5244 -3.6067 -3.5172 0.153 0.014 0.118
H -3.7754 -3.3148 -1.4257 -0.097 0.014 -0.079
C 1.4509 -0.6729 4.1574 0.921 -0.023 0.056
C -0.0170 -0.6075 4.2604 -1.753 0.452 0.089
C -0.6670 -0.0547 5.3979 0.047 -0.381 -0.402
C -1.9183 -0.6558 5.4636 0.020 -0.039 -0.382
C -2.0394 -1.5269 4.3473 1.593 1.621 0.411
C -3.0578 -2.5994 4.3416 -0.587 -0.239 -0.316
N -0.9392 -1.3641 3.5197 -0.351 -0.534 1.038
H 1.8856 -0.0467 3.3656 0.117 -0.185 0.206
H 1.7949 -1.7002 3.9904 -0.131 0.415 -0.112
H 1.8951 -0.3958 5.1329 -0.262 0.255 -0.511
H -0.2260 0.6386 6.1071 0.046 -0.294 -0.014
H -2.6537 -0.5502 6.2428 -0.072 -0.017 0.133
H -3.0848 -3.0869 5.3399 0.166 0.210 -0.610
H -4.0556 -2.1521 4.2144 0.073 -0.362 -0.219
H -2.8584 -3.3651 3.5814 -0.194 0.233 0.116

53
Properties=species:S:1:pos:R:3:forces:R:3 method="wB97M-V/def2-TZVPD" gap_ev="7.789 / 7.994" multiplicity=2 homo_energy_ev="-7.39 / -8.18" e_tot_ha=-3425.48140
C 0.3991 3.0207 -2.9347 -0.138 0.271 0.045
C -0.8963 2.6302 -2.6070 0.084 -0.506 0.298
C -1.1049 1.4601 -1.8509 0.424 0.534 -0.333
C 0.0003 0.7490 -1.3759 -0.275 0.293 -0.182
C 1.2946 1.1908 -1.6433 0.006 0.840 -0.472
C 1.4979 2.3202 -2.4493 -0.326 -0.450 0.274
C -2.5456 1.0638 -1.6243 -0.483 -0.258 0.074
C -2.8459 -0.3959 -1.2603 -0.350 -0.203 0.032
N -1.8538 -1.3922 -1.7512 -0.780 -0.651 -0.125
Cu -0.2498 -0.9000 -0.3511 -0.190 0.755 -0.481
C 2.4779 0.4881 -1.0533 -0.022 -0.482 0.238
P 1.9313 -1.2284 -0.6201 1.560 1.745 -0.647
H -1.7772 3.2092 -2.9087 0.453 -0.150 -0.121
H 2.5216 2.6282 -2.6503 -0.209 0.105 -0.134
H 0.5421 3.8960 -3.5575 0.053 0.016 0.054
H 2.8304 0.9883 -0.1361 -0.269 -0.122 -0.300
H 3.3085 0.4138 -1.7658 -0.025 0.119 0.115
H -2.9556 1.6863 -0.8091 0.009 -0.175 -0.367
H -3.1380 1.2677 -2.5322 0.327 0.297 0.295
H -2.8798 -0.5178 -0.1657 0.038 0.010 -0.304
C 3.1713 -1.6526 0.6222 0.150 -0.588 0.160
C 2.4842 -2.0947 -2.1163 0.174 -0.505 0.079
H -3.8617 -0.6754 -1.6350 0.536 0.307 0.140
C -1.4034 -1.2302 -3.1641 0.076 -0.292 0.018
C -2.4539 -2.7634 -1.5690 0.203 0.446 -0.255
H 0.1214 -2.5159 0.1521 -1.590 -0.513 -0.214
H -1.7872 -2.0692 -3.7642 -0.017 0.427 0.021
H -1.7234 -0.2772 -3.6078 0.170 -0.371 0.230
H -0.3071 -1.2952 -3.1990 -0.338 0.224 -0.064
H -2.7739 -3.1613 -2.5500 -0.079 0.140 0.573
H -1.6912 -3.4411 -1.1625 -0.477 -0.060 -0.185
H -3.3234 -2.7012 -0.8904 0.541 -0.176 -0.229
H 3.5753 -1.9901 -2.1879 -0.244 -0.105 -0.186
H 2.2261 -3.1564 -2.0005 0.114 0.167 -0.345
H 2.0024 -1.6716 -3.0109 0.137 -0.180 0.348
H 4.1655 -1.6543 0.1558 -0.147 0.017 0.218
H 3.1396 -0.9262 1.4439 -0.081 -0.222 -0.202
H 2.9445 -2.6572 0.9981 0.263 0.167 0.155
H -0.6546 -2.5457 -0.1281 1.093 -0.710 1.109
Cl -0.3857 1.7420 7.9335 -0.036 0.097 0.783
C -0.2007 1.4466 6.2659 0.063 -0.581 -1.873
C -0.8057 0.3152 5.6777 0.134 0.402 -0.196
C -0.7006 0.0971 4.2952 0.196 0.330 0.214
C 0.0441 0.9746 3.4901 -0.188 -0.049 0.602
C 0.6281 2.0996 4.0889 -0.010 -0.126 0.432
C 0.5285 2.3390 5.4652 -0.450 -0.425 -0.102
C 0.2629 0.7342 2.0040 0.107 0.657 -0.175
O -0.3644 -0.2831 1.5064 0.148 0.677 0.877
O 1.0129 1.5426 1.4262 -0.632 -1.240 0.114
H -1.3727 -0.3823 6.2939 0.134 0.249 -0.090
H -1.2137 -0.7470 3.8245 0.314 0.263 0.221
H 1.1741 2.8050 3.4707 -0.041 -0.212 -0.009
H 0.9862 3.2172 5.9182 -0.108 -0.204 -0.132

56
Properties=species:S:1:pos:R:3:forces:R:3 method="wB97M-V/def2-TZVPD" gap_ev=5.441 multiplicity=1 homo_energy_ev=-6.48 e_tot_ha=-1262.34491
C -3.3315 -1.2133 -1.7576 -1.468 -1.013 2.805
N -3.8222 -2.3034 -1.6775 -0.075 -1.997 -1.478
C 2.3203 2.8212 1.3772 -0.173 0.172 0.110
N 1.6861 1.7841 0.6040 0.255 -0.434 -0.025
C 2.3765 0.6901 0.1807 1.520 -0.484 0.336
O 3.5724 0.4548 0.4149 -2.225 0.514 -0.582
C 1.4030 -0.1850 -0.6272 0.054 0.200 -0.210
C 1.4081 -1.6723 -0.2047 -0.636 0.382 -0.087
C 2.7267 -2.3105 -0.4276 0.721 -0.541 -0.713
C 3.3836 -2.5338 -1.6290 -0.360 0.205 1.365
N 4.6397 -3.0481 -1.3618 0.204 -0.237 0.067
C 4.8010 -3.1908 0.0153 -0.543 0.468 -0.202
C 5.9125 -3.5714 0.7568 0.066 -0.180 0.551
C 5.8106 -3.5247 2.1560 -0.193 0.061 -0.676
C 4.6236 -3.0854 2.7783 -0.396 0.067 -0.252
C 3.5122 -2.6925 2.0241 0.409 -0.198 0.361
C 3.5994 -2.7454 0.6365 0.624 0.099 -1.024
N 0.1205 0.4963 -0.3856 0.190 0.055 -0.037
C -1.0845 0.0296 -0.7756 0.181 1.491 1.210
C -2.2747 0.7010 -0.5476 1.034 -1.302 -0.992
C -3.4453 0.0048 -1.0652 -0.377 3.291 2.490
C -4.7512 0.6437 -0.9707 -1.623 1.699 -0.258
C -5.9415 0.1899 -1.5968 -0.011 -0.184 0.058
C -7.1639 0.8749 -1.5344 -0.391 1.044 0.608
C -7.2737 2.1079 -0.8489 0.833 -0.056 0.174
C -6.0959 2.6364 -0.2364 -0.782 -0.364 -0.188
C -4.9085 1.8940 -0.2907 0.343 0.719 0.063
C 0.2538 1.7591 0.3531 -0.237 0.090 0.131
C -0.5298 1.7150 1.6821 0.194 -0.067 0.199
C -0.1490 2.9975 -0.4778 0.237 0.033 -0.151
H 3.3886 2.6131 1.3936 -0.077 0.024 0.019
H 2.1340 3.7947 0.9170 0.104 -0.015 0.056
H 1.9302 2.8376 2.3997 0.133 0.008 -0.049
H 1.6875 -0.1099 -1.7026 -0.099 -0.064 0.579
H 1.1458 -1.7305 0.8655 -0.032 -0.004 -0.408
H 0.6165 -2.1873 -0.7780 0.230 0.136 0.314
H 3.0375 -2.3252 -2.6370 0.238 -0.131 0.211
H 5.3358 -3.2914 -2.0631 -0.463 0.143 0.476
H 6.8165 -3.8933 0.2401 -0.090 0.052 0.303
H 6.6568 -3.8241 2.7733 -0.188 0.081 -0.189
H 4.5755 -3.0502 3.8666 0.018 -0.012 -0.276
H 2.5842 -2.3372 2.4787 0.398 -0.119 0.102
H -1.0185 -0.9025 -1.3047 -0.233 -0.287 -0.116
H -2.1871 1.7123 -0.1025 -0.975 -1.242 -0.849
H -2.7505 -0.5422 -2.3748 1.057 0.534 -3.273
H -5.9451 -0.7123 -2.1853 0.316 -0.258 -0.048
H -8.0823 0.4960 -2.0245 0.904 0.002 0.269
H -8.2345 2.6718 -0.7805 0.929 -0.635 -0.196
H -6.1458 3.6412 0.2732 0.227 -1.349 -0.549
H -4.0394 2.3742 0.1834 -0.433 -0.419 -0.213
H -0.1028 0.9464 2.3376 0.012 0.230 -0.071
H -0.4819 2.6985 2.1611 0.073 -0.228 0.066
H -1.5839 1.4635 1.5489 0.357 0.088 0.104
H 0.6081 3.1765 -1.2503 -0.098 0.033 0.191
H -1.1080 2.8913 -0.9893 0.227 0.001 0.156
H -0.2155 3.8652 0.1900 0.088 -0.102 -0.260

16
Properties=species:S:1:pos:R:3:forces:R:3 method="wB97M-V/def2-TZVPD" gap_ev="7.044 / 9.563" multiplicity=6 homo_energy_ev="-6.50 / -9.31" e_tot_ha=-1389.78303
Cr 1.2421 1.2694 0.0541 -0.596 1.016 -1.044
O 1.0130 2.9826 -1.4132 -2.201 -2.251 0.408
H 0.6758 3.7760 -0.9878 0.040 0.157 -0.006
C 0.8854 -1.2663 1.8143 0.106 -0.204 0.175
O 0.4671 -0.5366 0.6742 0.515 0.008 0.121
C -0.7620 -0.9789 0.1035 -0.450 -0.198 0.112
C -0.9873 -0.2607 -1.2108 0.179 0.559 -0.653
H 1.7720 -0.7597 2.2125 -0.275 -0.222 -0.048
H 0.0850 -1.2803 2.5683 0.211 -0.025 -0.129
H 1.1440 -2.2921 1.5140 -0.072 0.179 0.181
H -1.5697 -0.7362 0.8132 0.174 -0.115 -0.151
H -0.7029 -2.0681 -0.0478 -0.098 0.190 0.060
H -2.0134 -0.5017 -1.5376 0.142 -0.002 0.020
H -0.3062 -0.6699 -1.9800 -0.061 0.021 0.170
O -0.8198 1.1172 -1.0322 0.742 1.210 0.167
H -0.1233 2.2053 -1.5444 1.643 -0.322 0.618